{"formula": "C3H6IN2", "method": "wB97M-V/def2-TZVPD", "total_energy_ha": -524.75585, "de_lowest_ev": 2.779, "charge": 1, "orbital_gap_ev": 8.91, "lumo_energy_ev": -5.56, "species": ["C", "C", "C", "N", "N", "I", "H", "H", "H", "H", "H", "H"], "xyz": [[0.298, -2.459, 0.693], [-0.033, -1.377, 0.249], [-0.626, -0.311, -0.430], [0.563, 1.477, 0.866], [-0.158, 0.032, -1.605], [-2.526, 0.311, 0.219], [0.916, -3.317, 0.987], [1.314, 1.373, 1.424], [-0.330, 1.575, 1.327], [-0.475, 0.878, -1.946], [0.634, 2.354, 0.350], [0.422, -0.535, -2.133]]}

***

{"formula": "C3H6IN3", "method": "wB97M-V/def2-TZVPD", "total_energy_ha": -579.70943, "de_lowest_ev": 1.723, "orbital_gap_ev": 8.56, "lumo_energy_ev": 0.12, "species": ["C", "C", "C", "N", "N", "N", "I", "H", "H", "H", "H", "H", "H"], "xyz": [[-0.756, -1.442, 0.714], [0.373, 0.393, -0.812], [1.149, 1.473, -0.119], [0.454, -1.819, -0.165], [0.861, -0.889, -0.827], [-1.055, -0.107, 0.608], [-2.861, 0.491, -0.073], [-1.509, -2.266, 0.534], [-0.599, -1.914, 1.750], [-0.062, 0.718, -1.826], [0.586, 2.429, -0.256], [2.167, 1.748, -0.584], [1.252, 1.186, 1.057]]}

***

{"formula": "C3H6INO", "method": "wB97M-V/def2-TZVPD", "total_energy_ha": -545.24275, "de_lowest_ev": 9.225, "orbital_gap_ev": [7.99, 5.41], "lumo_energy_ev": [-0.21, -1.46], "species": ["C", "C", "C", "N", "O", "I", "H", "H", "H", "H", "H", "H"], "xyz": [[1.672, 2.129, -0.635], [0.876, 3.369, -0.441], [3.538, -0.170, -0.705], [1.553, -1.157, 0.274], [2.592, -1.249, -0.578], [0.499, 0.547, 0.098], [-0.297, 3.322, -0.383], [1.160, 3.829, 0.563], [1.339, 4.135, -1.106], [3.116, 0.580, -1.307], [4.403, -0.696, -0.968], [3.665, 0.093, 0.350]]}

***

{"formula": "C3H6Li2O4", "method": "wB97M-V/def2-TZVPD", "total_energy_ha": -433.86736, "de_lowest_ev": 3.374, "orbital_gap_ev": 5.40, "lumo_energy_ev": -0.61, "species": ["O", "C", "O", "O", "C", "H", "H", "H", "C", "H", "H", "O", "Li", "Li", "H"], "xyz": [[1.763, -1.256, -0.288], [1.201, -0.169, -0.774], [-0.018, -0.140, -0.998], [1.923, 0.878, -0.517], [1.195, 2.159, -0.218], [1.845, 2.896, -0.719], [1.034, 1.941, 0.852], [-0.995, 2.175, 0.865], [0.916, -2.293, 0.206], [1.589, -3.095, 0.523], [0.313, -1.927, 1.047], [-1.678, 1.639, -0.035], [-1.907, -0.070, -0.504], [-0.701, 1.754, -1.576], [0.222, -2.639, -0.570]]}

***

{"formula": "C3H6N2", "method": "wB97M-V/def2-TZVPD", "total_energy_ha": -227.30030, "de_lowest_ev": 3.389, "orbital_gap_ev": 10.38, "smiles": "C=NN1CC1", "lumo_energy_ev": 1.17, "species": ["C", "C", "C", "H", "H", "H", "H", "H", "H", "N", "N"], "xyz": [[1.958, 0.042, -0.043], [-1.344, -0.693, 0.197], [-0.932, 0.688, -0.201], [1.855, 1.217, -0.025], [2.895, -0.215, 0.356], [-1.076, -0.923, 1.259], [-2.122, -1.288, -0.336], [-1.490, 1.190, -0.934], [-0.644, 1.382, 0.631], [1.078, -0.854, -0.234], [-0.180, -0.547, -0.669]]}

***

{"formula": "C3H6N2", "method": "wB97M-V/def2-TZVPD", "total_energy_ha": -227.39204, "de_lowest_ev": 0.892, "orbital_gap_ev": 9.92, "smiles": "[H]/N=C(\\N)C=C", "lumo_energy_ev": 0.98, "species": ["C", "C", "C", "H", "H", "H", "H", "H", "H", "N", "N"], "xyz": [[0.543, 0.186, -0.066], [-0.769, -0.534, -0.071], [-1.955, 0.097, 0.006], [1.582, -1.576, 0.006], [2.555, -0.160, 0.236], [1.437, 1.929, -0.122], [-0.685, -1.612, -0.197], [-2.886, -0.424, 0.014], [-1.972, 1.193, 0.246], [1.658, -0.572, 0.004], [0.492, 1.474, -0.055]]}

***

{"formula": "C3H6N2", "method": "wB97M-V/def2-TZVPD", "total_energy_ha": -227.25306, "de_lowest_ev": 4.674, "orbital_gap_ev": 10.10, "smiles": "C=NN1CC1", "lumo_energy_ev": 1.14, "species": ["C", "C", "C", "H", "H", "H", "H", "H", "H", "N", "N"], "xyz": [[-2.024, -0.042, -0.118], [1.222, 0.820, 0.019], [1.332, -0.695, 0.032], [-3.143, 0.163, 0.296], [-1.883, -0.027, -1.249], [1.052, 1.139, 1.137], [1.636, 1.221, -0.815], [1.262, -0.932, 1.194], [2.145, -1.247, -0.552], [-0.824, -0.046, 0.483], [0.217, -0.070, -0.427]]}

***

{"formula": "C3H6N2", "method": "wB97M-V/def2-TZVPD", "total_energy_ha": -227.30288, "de_lowest_ev": 3.318, "orbital_gap_ev": 10.68, "smiles": "C1=NCNC1", "lumo_energy_ev": 1.04, "species": ["C", "C", "C", "H", "H", "H", "H", "H", "H", "N", "N"], "xyz": [[-0.219, -0.271, -0.974], [-0.077, 0.639, 0.987], [0.140, -1.216, -0.052], [-1.312, -0.122, -0.609], [0.069, -0.258, -2.097], [1.288, 1.174, -0.495], [0.405, 1.632, 1.572], [-1.156, 0.548, 1.173], [0.227, -2.355, -0.066], [0.183, 0.993, -0.500], [0.451, -0.763, 1.062]]}

***

{"formula": "C3H6N2", "method": "wB97M-V/def2-TZVPD", "total_energy_ha": -227.28361, "de_lowest_ev": 3.843, "orbital_gap_ev": 9.71, "smiles": "C=C/C=N\\N", "lumo_energy_ev": 1.02, "species": ["C", "C", "C", "H", "H", "H", "H", "H", "H", "N", "N"], "xyz": [[0.031, -1.144, -0.032], [-1.217, -0.435, 0.173], [-1.060, 0.870, -0.162], [2.729, 0.238, 0.225], [1.196, 1.252, 0.604], [-0.282, -2.048, -0.346], [-2.269, -0.977, 0.276], [-1.993, 1.281, -0.115], [-0.093, 1.248, -0.503], [1.754, 0.468, 0.009], [1.204, -0.753, -0.130]]}

***

{"formula": "C3H6N2", "method": "wB97M-V/def2-TZVPD", "total_energy_ha": -227.34116, "de_lowest_ev": 2.277, "orbital_gap_ev": 9.32, "smiles": "C=C/C=N/N", "lumo_energy_ev": 0.85, "species": ["C", "C", "C", "H", "H", "H", "H", "H", "H", "N", "N"], "xyz": [[0.142, 0.036, 0.158], [-1.140, -0.609, 0.105], [-2.198, 0.162, -0.130], [2.422, 0.842, 0.624], [3.247, -0.458, -0.108], [0.234, 1.143, 0.099], [-1.041, -1.710, 0.025], [-3.204, -0.193, -0.279], [-2.069, 1.293, -0.228], [2.380, 0.124, -0.186], [1.227, -0.630, -0.081]]}

***

{"formula": "C3H6N2", "method": "wB97M-V/def2-TZVPD", "total_energy_ha": -227.35811, "de_lowest_ev": 1.816, "orbital_gap_ev": 10.22, "smiles": "[H]/N=C(\\N)C=C", "lumo_energy_ev": 0.85, "species": ["C", "C", "C", "H", "H", "H", "H", "H", "H", "N", "N"], "xyz": [[0.487, 0.139, -0.022], [-0.751, -0.646, -0.045], [-1.959, -0.078, 0.036], [1.538, -1.691, 0.477], [2.548, -0.230, 0.254], [1.251, 1.752, 0.172], [-0.673, -1.727, -0.269], [-2.940, -0.697, -0.021], [-1.946, 1.049, 0.433], [1.619, -0.659, -0.048], [0.317, 1.381, -0.075]]}

***

{"formula": "C3H6N2O", "method": "wB97M-V/def2-TZVPD", "total_energy_ha": -302.64295, "de_lowest_ev": 1.364, "orbital_gap_ev": 11.44, "smiles": "N#C[C@@H](N)CO", "lumo_energy_ev": 0.68, "species": ["N", "C", "C", "O", "C", "N", "H", "H", "H", "H", "H", "H"], "xyz": [[0.314, 1.075, 0.747], [0.364, -0.264, 0.166], [-0.977, -0.489, -0.554], [-1.975, -0.362, 0.425], [1.601, -0.518, -0.604], [2.628, -0.692, -1.114], [1.009, 1.191, 1.476], [0.495, 1.775, 0.033], [0.358, -0.989, 0.987], [-1.136, 0.248, -1.358], [-1.025, -1.491, -0.987], [-1.752, 0.479, 0.861]]}

***

{"formula": "C3H6N2O", "method": "wB97M-V/def2-TZVPD", "total_energy_ha": -302.54760, "de_lowest_ev": 3.959, "orbital_gap_ev": 7.66, "lumo_energy_ev": 0.28, "species": ["N", "C", "C", "O", "C", "N", "H", "H", "H", "H", "H", "H"], "xyz": [[-0.277, 0.196, -1.512], [0.634, -0.020, -0.348], [0.731, 1.002, 0.766], [0.396, -0.049, 1.721], [0.022, -0.851, 0.647], [-0.733, -1.874, 0.590], [-0.951, -0.590, -1.516], [-0.825, 1.071, -1.498], [0.249, 0.171, -2.382], [1.713, 1.436, 0.986], [-0.035, 1.798, 0.789], [-1.065, -2.143, 1.514]]}

***

{"formula": "C3H6N2O", "method": "wB97M-V/def2-TZVPD", "total_energy_ha": -302.55076, "de_lowest_ev": 3.873, "orbital_gap_ev": 8.68, "lumo_energy_ev": 0.89, "species": ["C", "C", "C", "N", "N", "O", "H", "H", "H", "H", "H", "H"], "xyz": [[-0.664, 0.361, -0.224], [0.462, -0.335, 0.480], [1.464, 0.230, -0.534], [-0.018, 0.930, -1.188], [-2.005, 0.463, 0.080], [-0.224, 1.703, -2.126], [0.627, 0.021, 1.496], [0.390, -1.421, 0.488], [2.118, 1.018, -0.200], [1.897, -0.441, -1.257], [-2.461, -0.409, 0.314], [-2.516, 1.004, -0.603]]}

***

{"formula": "C3H6N2O", "method": "wB97M-V/def2-TZVPD", "total_energy_ha": -302.60553, "de_lowest_ev": 2.383, "orbital_gap_ev": 9.49, "smiles": "C/N=C(\\N)C=O", "lumo_energy_ev": 0.72, "species": ["C", "N", "C", "N", "C", "O", "H", "H", "H", "H", "H", "H"], "xyz": [[-1.326, 0.634, 0.852], [-0.833, 0.193, -0.423], [0.419, -0.001, -0.605], [1.518, 0.609, -0.099], [0.329, -1.417, -1.065], [0.663, -2.306, -0.310], [-0.774, 1.456, 1.324], [-2.386, 0.875, 0.775], [-1.233, -0.253, 1.501], [2.440, 0.288, -0.349], [1.449, 1.498, 0.374], [-0.267, -1.577, -1.975]]}

***

{"formula": "C3H6N2O", "method": "wB97M-V/def2-TZVPD", "total_energy_ha": -302.52032, "de_lowest_ev": 4.701, "orbital_gap_ev": 10.18, "lumo_energy_ev": 0.62, "species": ["N", "C", "C", "O", "C", "N", "H", "H", "H", "H", "H", "H"], "xyz": [[0.585, 0.711, 1.461], [-0.377, 0.068, 0.610], [-0.428, 0.737, -0.784], [0.579, -0.008, -1.439], [0.054, -1.209, -0.086], [-0.018, -2.254, -0.670], [0.784, 0.165, 2.292], [1.455, 0.839, 0.951], [-1.320, -0.082, 1.145], [-1.421, 0.647, -1.248], [-0.159, 1.795, -0.700], [0.265, -1.408, -1.533]]}

***

{"formula": "C3H6N2O", "method": "wB97M-V/def2-TZVPD", "total_energy_ha": -302.64053, "de_lowest_ev": 1.431, "orbital_gap_ev": 11.15, "smiles": "N#C[C@H](O)CN", "lumo_energy_ev": 0.56, "species": ["N", "C", "C", "O", "C", "N", "H", "H", "H", "H", "H", "H"], "xyz": [[1.396, -0.522, 0.623], [0.605, 0.354, -0.233], [-0.843, -0.222, -0.353], [-1.176, -0.976, 0.773], [-1.796, 0.900, -0.493], [-2.514, 1.801, -0.594], [2.025, -1.121, 0.102], [1.941, 0.002, 1.296], [0.557, 1.346, 0.224], [1.028, 0.475, -1.237], [-0.920, -0.831, -1.267], [-0.304, -1.206, 1.159]]}

***

{"formula": "C3H6N2O", "method": "wB97M-V/def2-TZVPD", "total_energy_ha": -302.58282, "de_lowest_ev": 3.001, "orbital_gap_ev": 10.63, "smiles": "[H]/N=C(\\C)NC=O", "lumo_energy_ev": 0.63, "species": ["C", "C", "N", "N", "C", "O", "H", "H", "H", "H", "H", "H"], "xyz": [[-0.637, 0.301, 0.923], [-0.361, 0.184, -0.816], [-0.852, 0.942, -1.704], [0.496, -0.881, -0.959], [1.214, -0.779, 0.306], [2.129, -0.028, 0.487], [-1.362, 1.071, 0.801], [0.059, 0.677, 1.717], [-1.108, -0.585, 1.393], [-1.500, 1.660, -1.374], [1.072, -1.029, -1.787], [0.850, -1.534, 1.013]]}

***

{"formula": "C3H6N2O", "method": "wB97M-V/def2-TZVPD", "total_energy_ha": -302.62905, "de_lowest_ev": 1.743, "orbital_gap_ev": 9.78, "smiles": "C/N=C/C(N)=O", "lumo_energy_ev": 0.17, "species": ["N", "C", "O", "C", "C", "N", "H", "H", "H", "H", "H", "H"], "xyz": [[-0.591, -1.332, 1.316], [0.532, -1.368, 0.562], [1.059, -2.367, 0.102], [0.920, -0.009, 0.050], [-0.312, 1.599, -0.962], [0.073, 0.912, 0.241], [-1.032, -2.190, 1.595], [-0.992, -0.427, 1.524], [1.673, 0.006, -0.753], [-1.087, 0.912, -1.344], [0.471, 1.670, -1.730], [-0.788, 2.547, -0.748]]}

***

{"formula": "C3H6N2O", "method": "wB97M-V/def2-TZVPD", "total_energy_ha": -302.56858, "de_lowest_ev": 3.388, "orbital_gap_ev": 10.33, "smiles": "C1=NCCON1", "lumo_energy_ev": 0.89, "species": ["C", "C", "C", "H", "H", "H", "H", "H", "H", "N", "N", "O"], "xyz": [[-0.509, -0.962, 0.164], [-1.200, 0.323, -0.240], [0.997, 1.096, -0.034], [-0.456, -1.124, 1.233], [-1.160, -1.810, -0.203], [-2.090, 0.522, 0.410], [-1.562, 0.279, -1.293], [1.684, 1.899, 0.070], [2.104, -0.404, 0.745], [-0.209, 1.407, -0.177], [1.643, -0.107, -0.199], [0.759, -1.120, -0.476]]}